# 1
{
  "formula": "C18H18BF4OSc",
  "method": "ωB97M-V/def2-TZVPD",
  "molar_mass_g_mol": 382.101,
  "e_above_lowest_ev": 0.000,
  "orbital_gap_ha": 0.289,
  "species": ["H", "C", "C", "F", "H", "C", "H", "C", "H", "C", "Sc", "F", "O", "H", "B", "H", "C", "H", "H", "H", "H", "C", "C", "H", "C", "F", "C", "C", "H", "H", "C", "F", "C", "C", "H", "H", "H", "H", "H", "C", "C", "C", "C"],
  "coordinates": [[-4.95913, 5.90743, -1.28504], [-3.41468, 4.52477, -0.67717], [-2.40774, 3.60367, -1.07498], [2.16875, -5.31920, 2.32116], [-3.56012, 4.68850, 0.40048], [1.12099, -3.88327, -0.55368], [-0.11451, -1.35847, -2.30669], [2.32497, -3.16817, -0.97232], [-0.99970, -3.46105, -0.73273], [-4.18656, 5.20202, -1.61735], [1.13042, -1.67681, 0.59703], [4.12123, -4.10326, 2.51100], [-0.76307, 1.75819, -0.47643], [1.99582, 0.86568, 2.28964], [3.25334, -4.79168, 1.73989], [-1.43223, 2.68475, -2.78878], [1.59761, -0.16849, 2.44051], [-0.65551, 0.11515, 2.57226], [-0.68731, -2.63021, 2.87819], [-2.00698, 2.85961, 0.94598], [1.01638, -4.74822, 0.10187], [0.49573, -2.01300, -1.70646], [-2.19153, 3.39859, -2.46117], [1.67800, -3.37604, 3.34550], [1.93977, -2.02477, -1.68793], [3.59010, -5.20627, 0.49609], [-0.05959, 2.97143, -0.13847], [0.16521, -1.95482, 2.77659], [3.36370, -3.31577, -0.75999], [0.47069, 2.93146, 0.81342], [0.21684, -0.55862, 2.53526], [2.33242, -3.10835, 1.18065], [-1.57772, 2.92377, -0.06620], [-3.97498, 4.97586, -2.99178], [-2.81839, 3.88144, -4.46767], [3.46812, -1.38104, 2.42288], [-4.58356, 5.50221, -3.73245], [0.37525, 3.55029, -0.96107], [2.65056, -1.33220, -2.10578], [2.38426, -1.27346, 2.66251], [1.50323, -2.40810, 2.90179], [0.01152, -3.15560, -0.96739], [-2.98162, 4.07202, -3.40116]],
  "atomic_forces_ev_per_a": [[0.381, -0.346, -0.175], [0.694, -0.680, 0.130], [-0.731, 0.659, -1.350], [0.429, -0.377, -0.097], [-0.055, -0.024, -0.533], [0.744, 0.149, -0.641], [-0.079, 0.191, 0.141], [-1.218, -0.125, -1.533], [-0.078, 0.275, -0.341], [0.112, -0.073, -0.454], [0.450, -0.759, 0.030], [-0.135, -0.893, -0.473], [-0.485, 1.457, 0.302], [-0.613, -1.049, 0.024], [-0.183, 1.122, -0.484], [-0.238, 0.224, 0.142], [-1.101, 2.003, 0.006], [0.674, -0.401, -0.314], [0.120, 0.578, 0.121], [0.202, -0.209, -0.522], [0.449, 0.259, -0.383], [-0.300, 0.490, 0.110], [-0.449, 0.199, 0.624], [0.559, 0.043, -0.623], [-1.375, -1.086, 0.355], [0.121, -0.042, 1.254], [-1.736, -0.137, 0.163], [0.921, -0.368, 0.600], [-0.007, -0.644, 0.069], [0.108, 0.016, -0.296], [-0.672, 1.355, -0.531], [2.284, -1.601, 0.529], [2.011, -0.608, 0.424], [0.216, -0.183, 0.432], [-0.084, 0.122, 0.435], [-1.015, 0.241, 0.760], [0.233, -0.220, 0.269], [-0.037, -0.411, 0.227], [-0.200, 0.238, -0.236], [0.748, -2.029, 0.367], [-1.176, 1.961, 2.176], [0.595, 0.558, -0.912], [-0.081, 0.124, 0.207]]
}


# 2
{
  "formula": "C18H18BN6O4Ti",
  "method": "ωB97M-V/def2-TZVPD",
  "total_charge": 1,
  "molar_mass_g_mol": 441.059,
  "e_above_lowest_ev": 0.000,
  "orbital_gap_ha": 0.220,
  "species": ["H", "H", "H", "O", "O", "H", "C", "C", "H", "H", "H", "H", "C", "H", "C", "C", "C", "O", "C", "N", "C", "N", "N", "N", "C", "H", "Ti", "C", "C", "C", "H", "H", "H", "H", "H", "C", "N", "C", "H", "C", "H", "N", "C", "C", "O", "B", "C", "H"],
  "coordinates": [[7.72393, 5.57516, 10.58726], [4.32211, 6.77219, 8.25348], [13.49458, 8.53055, 11.52732], [9.93473, 5.45500, 9.23708], [11.75281, 4.68602, 10.47254], [13.07619, 6.92315, 10.92765], [10.02623, 9.29841, 6.84367], [9.35806, 10.32966, 6.21087], [9.35802, 7.37295, 14.65216], [7.77010, 8.42132, 13.05554], [9.62990, 4.40666, 5.53326], [5.60095, 8.29523, 6.16360], [5.30772, 6.62858, 8.62689], [10.87311, 8.39056, 10.04706], [10.53750, 8.22258, 11.08437], [8.79788, 8.20412, 12.75658], [11.48472, 7.78601, 12.06687], [11.19355, 6.50220, 7.51283], [9.28943, 8.56209, 11.50526], [7.82661, 8.80158, 6.77420], [10.99316, 7.41869, 13.29820], [8.38468, 6.10289, 6.09488], [7.50991, 6.64528, 8.66127], [7.17837, 6.64318, 5.63266], [7.10699, 6.02400, 9.82859], [11.60001, 6.87139, 13.98286], [9.38712, 6.53020, 7.79363], [8.74852, 5.05044, 5.35455], [8.02570, 9.94458, 6.11036], [9.68389, 7.61442, 13.64778], [9.83130, 11.21344, 5.80284], [8.52994, 8.87521, 10.75034], [7.18622, 10.45381, 5.65910], [5.84183, 6.14849, 4.09233], [7.73745, 4.12064, 3.53749], [5.73934, 5.94701, 9.79489], [6.40457, 7.01241, 7.93806], [11.18042, 5.15725, 9.47978], [5.10576, 5.62968, 10.58823], [7.73719, 4.89854, 4.34469], [11.08675, 9.14998, 7.02042], [9.08089, 8.40034, 7.26672], [12.95754, 7.57948, 11.78458], [6.77424, 5.87654, 4.60207], [13.14238, 5.40489, 7.89547], [6.58313, 7.76078, 6.57115], [11.99361, 5.75127, 8.18367], [13.43836, 7.09465, 12.65416]],
  "atomic_forces_ev_per_a": [[0.632, 0.347, -0.260], [-0.448, 0.258, -0.217], [-0.535, -0.728, 0.416], [-1.786, -0.298, 0.343], [-2.609, 1.345, -3.530], [0.158, -0.178, -0.117], [-1.624, 0.020, 0.412], [0.713, 0.198, -0.694], [-0.065, -0.214, -0.080], [0.335, -0.060, -0.202], [-0.554, 0.780, -0.047], [0.133, -0.078, 0.008], [1.707, -0.741, 0.532], [-0.126, 0.134, 0.515], [2.378, 0.270, 0.755], [0.341, 0.338, 0.618], [-0.099, -0.272, -1.278], [-1.074, 1.600, -1.805], [-2.638, -0.642, -1.373], [0.790, -0.433, 0.000], [0.106, -0.167, -0.106], [-0.126, -0.164, 0.088], [0.439, -0.639, 0.910], [1.626, -1.079, 0.468], [-0.773, 0.345, -1.866], [0.692, 0.061, 0.443], [-0.773, -0.108, 0.573], [-2.136, -0.209, -1.889], [-0.193, 0.051, 0.698], [-1.289, 0.507, 0.273], [-0.255, -0.135, 0.001], [0.730, 0.136, 0.572], [0.105, -0.043, -0.057], [0.561, -0.355, 0.182], [-0.126, 1.050, 1.041], [-0.876, 1.364, -0.652], [-0.456, 0.001, 1.295], [4.136, -0.228, 2.116], [-0.323, -0.424, 0.236], [0.782, -1.074, 0.013], [-0.320, 0.013, 0.189], [-0.134, 0.713, -0.787], [0.132, 0.453, -0.125], [0.382, 0.517, -0.074], [-3.474, 1.425, 0.754], [1.313, -0.336, 0.657], [4.744, -3.680, 1.560], [-0.125, 0.362, -0.509]]
}


# 3
{
  "formula": "C18H18BNO4",
  "method": "ωB97M-V/def2-TZVPD",
  "smiles": "O=C(Cc1ccccc1)N[C@@H](Cc1coc2ccccc12)B(O)O",
  "molar_mass_g_mol": 323.157,
  "orbital_gap_ha": 0.319,
  "species": ["H", "C", "H", "C", "H", "H", "H", "C", "C", "B", "H", "H", "O", "H", "C", "C", "C", "H", "N", "H", "C", "H", "H", "H", "C", "O", "C", "H", "H", "O", "C", "H", "C", "C", "H", "C", "C", "C", "C", "C", "H", "O"],
  "coordinates": [[-2.54972, 1.99617, 0.23508], [1.33862, -2.72189, -1.91013], [1.77955, -4.18121, -3.40734], [-0.33614, 1.84585, 2.32165], [-0.60234, -4.09706, -4.37131], [-0.20841, -0.64007, 2.78016], [2.00292, -0.98067, 0.70907], [-1.20116, -0.93389, 0.09778], [-0.36047, -3.45236, -3.56997], [1.46040, -0.28166, 3.81416], [0.46828, 3.68639, 1.53205], [-1.63782, -0.51278, 1.02510], [-1.12011, 1.59329, 3.16313], [0.16298, 1.03121, 4.47035], [-1.37275, -2.75462, -3.00236], [0.29880, 2.99403, -1.02483], [0.18048, 2.55049, -2.31075], [-1.20634, 3.70474, 1.75904], [0.70960, 0.96365, 1.93227], [1.25353, -2.31177, 1.58013], [-1.85750, 1.52581, -1.73027], [2.36351, -2.61150, -1.55422], [1.42525, 1.38008, 1.36992], [-2.34028, -2.72988, -3.50144], [0.98104, -3.54138, -2.99296], [2.67377, -0.83408, 4.11592], [-0.61231, 2.71217, -0.06687], [0.94174, 2.79172, -3.04449], [2.84303, -0.72150, 5.06214], [-1.93118, -1.34247, -0.97732], [1.05026, -1.27641, 1.22280], [1.22129, 3.40930, -0.70981], [-1.05979, -2.02541, -1.78961], [-1.73149, 1.97412, -0.41920], [-0.95731, 1.21479, -3.58068], [0.75784, -0.36805, 2.36334], [-0.81324, 1.66042, -2.59832], [0.24382, -2.01375, -1.26001], [-0.41344, 3.05639, 1.39728], [0.12354, -1.32486, -0.01228], [-2.86911, 1.04842, -1.93503], [0.90065, 0.51820, 4.81777]],
  "atomic_forces_ev_per_a": [[-1.085, -0.577, 0.947], [-2.157, -0.114, -0.357], [-0.773, 0.409, -0.125], [3.508, -0.423, -4.172], [-0.032, -0.419, -0.962], [-0.890, 0.184, -0.424], [-0.102, -0.124, 0.952], [2.097, -0.892, 0.624], [2.230, -0.925, 1.407], [0.905, 0.340, 0.468], [0.314, -0.196, -0.099], [-0.271, -0.239, -1.283], [-2.107, -0.719, 2.483], [-0.528, -0.025, 0.159], [-0.203, 1.751, 1.537], [1.251, 0.277, 0.275], [1.036, -0.697, -0.688], [-0.377, -0.144, 0.060], [-2.578, 3.674, 0.324], [-0.279, 0.573, -0.217], [-2.468, -0.959, 1.912], [-0.346, -0.319, 0.029], [0.244, -0.273, -0.317], [0.079, 0.051, 0.449], [-0.127, 1.286, 0.336], [-0.296, -0.453, 0.107], [-0.813, -0.896, 1.629], [-0.012, -0.085, 0.071], [0.178, 0.088, -0.187], [0.037, -0.277, -0.247], [2.271, -1.294, -2.424], [0.722, 0.979, 0.068], [0.335, -0.731, -1.221], [0.415, 1.303, -1.558], [0.407, 0.190, -0.001], [-0.113, -1.012, 1.940], [-1.292, 0.077, -2.062], [0.613, -0.642, -0.647], [0.127, 0.909, 0.166], [-2.212, 0.844, 2.446], [1.764, 0.336, -0.307], [0.526, -0.832, -1.092]]
}


# 4
{
  "formula": "C18H18Br2N2RbSSi",
  "method": "ωB97M-V/def2-TZVPD",
  "total_charge": -1,
  "molar_mass_g_mol": 567.785,
  "e_above_lowest_ev": 0.160,
  "orbital_gap_ha": 0.234,
  "species": ["C", "H", "C", "S", "H", "C", "N", "C", "Br", "C", "H", "Si", "Br", "H", "Rb", "H", "C", "H", "H", "C", "N", "C", "C", "H", "C", "C", "C", "H", "C", "C", "H", "H", "C", "H", "H", "H", "H", "H", "H", "H", "C", "C", "C"],
  "coordinates": [[1.62238, -4.14087, -0.63477], [-1.80279, 6.47516, -0.50588], [3.34993, -0.84977, 1.64883], [-0.26057, 2.34354, -0.64839], [3.41132, -5.28828, -2.29261], [3.74653, -5.24950, -1.26490], [7.74715, -6.62809, 1.05723], [6.71253, -6.21596, 0.76628], [1.51975, -0.63678, 2.16981], [5.41896, -5.69838, 0.40443], [-0.84520, 5.21990, 0.33049], [-3.08887, 4.42860, -0.36293], [3.64141, -0.64034, -0.24152], [3.93081, -0.08671, 2.14903], [0.39380, -0.89201, -1.13676], [-4.12066, 6.07666, 1.18958], [3.35115, -4.64693, 1.02785], [-4.33569, 5.97464, -1.86345], [-3.25954, -1.26304, -0.22345], [-4.24503, 1.94361, -0.14000], [-2.02098, 0.35766, -0.40401], [0.51251, -3.64353, -0.85222], [2.89455, -4.68182, -0.30288], [-5.15244, 4.40742, -1.77689], [4.58950, -5.14458, 1.37966], [-1.51915, 5.41641, -0.50178], [-3.22627, -0.17615, -0.23807], [-5.34421, 0.07893, 0.04087], [-1.86889, 1.70454, -0.44094], [4.98617, -5.74908, -0.92059], [5.62927, -6.18137, -1.67619], [-3.36245, 4.74727, 2.07671], [-4.17606, 4.89417, -1.82339], [4.91823, -5.11392, 2.41068], [3.66936, -1.85133, 1.90772], [-0.97595, 5.17652, -1.41368], [-5.13497, 2.56009, -0.03662], [-3.69702, 4.58669, -2.75583], [-4.93914, 4.51544, 1.32301], [2.69169, -4.23354, 1.78184], [-3.96612, 4.99500, 1.20057], [-3.00952, 2.55005, -0.31172], [-4.38550, 0.55971, -0.09513]],
  "atomic_forces_ev_per_a": [[0.062, 0.015, 0.013], [0.075, 0.029, 0.002], [0.107, -0.059, 0.041], [-0.244, -0.200, -0.009], [-0.003, 0.003, 0.004], [0.006, -0.006, -0.040], [0.021, -0.011, 0.006], [-0.182, 0.073, -0.060], [-0.081, 0.010, 0.109], [0.266, -0.099, 0.072], [0.001, 0.016, 0.016], [0.098, -0.129, -0.030], [0.250, 0.026, -0.046], [0.011, -0.030, 0.013], [-0.102, 0.367, -0.230], [-0.002, 0.017, 0.002], [0.028, -0.032, 0.078], [-0.006, 0.012, -0.008], [0.004, -0.001, 0.013], [-0.040, -0.041, 0.019], [-0.092, 0.107, 0.045], [0.011, -0.503, -0.036], [-0.061, 0.094, 0.068], [-0.009, -0.002, 0.003], [-0.106, 0.045, -0.005], [0.006, 0.084, 0.004], [-0.072, -0.024, 0.003], [-0.009, -0.002, -0.003], [0.194, 0.117, -0.023], [-0.055, 0.026, -0.026], [0.009, -0.002, 0.007], [-0.007, 0.011, 0.016], [-0.028, -0.003, -0.075], [0.022, -0.008, -0.006], [-0.009, 0.012, 0.004], [-0.004, 0.016, -0.018], [-0.001, 0.001, -0.005], [-0.008, 0.009, -0.014], [-0.014, 0.006, 0.009], [0.019, -0.001, -0.016], [-0.017, -0.020, 0.076], [-0.112, 0.050, 0.039], [0.076, 0.029, -0.011]]
}


Q: Which LUMO energy values were calculated for the entries above? A: -0.1, -5.2, 0.5, 2.1, in eV.